1.
ORCA calculation (the ωB97M-V functional and the def2-TZVPD basis) on a structure of composition CH2Br2NO at a distorted geometry.

Last column: Mulliken charge in e.
Geometry (Å):
C -0.73 0.53 0.12  -0.07
N -0.34 -0.65 -0.09  0.34
O -0.83 -1.82 -0.04  -0.66
Br 2.96 -0.47 0.01  -0.74
Br 0.15 2.03 -0.28  -0.08
H -2.16 0.82 0.35  0.22
H 0.94 -0.44 -0.08  -0.01

LUMO energy = 3.25 eV
HOMO = -4.43 eV
Net charge = -1
Energy above the lowest of the compared OMol25 structures with the same formula, charge and spin = 146.3 kJ/mol
E_tot = -5317.26402 Ha
Frontier orbital gap = 0.2823 hartree

---

2.
ORCA calculation (the ωB97M-V functional and the def2-TZVPD basis) on a cluster of 2 separate species, C11H17N4 in total at a distorted geometry.

Last column: Mulliken charge in e.
Geometry (Å):
C -4.34 -0.95 0.85  -1.30
C -1.17 0.94 0.23  -0.20
C -2.23 0.64 1.10  1.01
C -3.00 -0.43 0.40  0.51
C -2.27 -0.80 -0.65  -0.57
C -0.34 2.01 0.46  -0.61
C -0.59 2.73 1.64  -0.47
C -1.61 2.42 2.55  -0.82
C -2.48 1.33 2.25  -0.36
N -1.17 0.08 -0.88  -0.14
H 0.51 2.27 -0.15  0.39
H -0.08 3.69 1.73  0.35
H -0.26 -0.20 -1.19  0.19
H -1.45 2.81 3.54  0.34
H -2.33 -1.66 -1.30  0.40
H -3.27 1.02 2.92  0.30
H -4.63 -1.97 0.63  0.38
H -5.12 -0.45 0.25  0.28
H -4.42 -0.69 1.91  0.27
C 3.47 0.73 -0.96  -0.66
C 2.87 -1.63 -1.42  0.90
N 3.16 -0.39 -1.81  -0.16
N 3.01 -2.00 -0.15  -0.34
N 2.52 -2.52 -2.35  -0.46
H 3.18 -0.14 -2.79  0.23
H 3.30 -1.39 0.60  0.14
H 2.91 -2.97 0.03  0.22
H 2.00 -2.37 -3.19  0.22
H 2.95 -3.43 -2.32  0.20
H 4.35 1.37 -1.14  0.33
H 3.71 0.32 0.02  0.26
H 2.81 1.60 -0.83  0.15

LUMO energy = -3.23 eV
HOMO = -10.20 eV
Net charge = +1
Energy above the lowest of the compared OMol25 structures with the same formula, charge and spin = 171.4 kJ/mol
E_tot = -648.12814 Ha
Frontier orbital gap = 0.2565 hartree

---

3.
ORCA calculation (the ωB97M-V functional and the def2-TZVPD basis) on the ion C4H11N2S with charge -1 at a distorted geometry.

Last column: Mulliken charge in e.
Geometry (Å):
C 1.16 -0.32 0.26  -0.65
N 0.25 -1.10 -0.66  -0.50
C -0.89 -1.62 0.08  -0.25
N -2.00 -2.01 -0.80  -0.73
C 1.15 1.17 0.03  -0.63
C 0.15 2.09 0.75  -0.60
S -0.17 3.75 -0.01  -0.69
H 0.87 -0.54 1.31  0.32
H 2.14 -0.81 0.28  0.36
H 0.11 -0.39 -1.37  0.29
H -1.28 -0.84 0.75  0.32
H -0.64 -2.48 0.69  0.26
H -2.17 -1.17 -1.36  0.28
H -1.62 -2.60 -1.55  0.28
H 0.95 1.26 -1.06  0.25
H 2.14 1.62 0.05  0.36
H -0.81 1.59 0.92  0.13
H 0.66 2.40 1.67  0.21

SMILES string = NCNCCC[S-]
LUMO energy = 3.77 eV
HOMO = -2.39 eV
Net charge = -1
Energy above the lowest of the compared OMol25 structures with the same formula, charge and spin = 129.1 kJ/mol
E_tot = -666.69742 Ha
Frontier orbital gap = 0.2263 hartree

---

4.
ORCA calculation (the ωB97M-V functional and the def2-TZVPD basis) on an isolated molecule of C6H12NO2P at a distorted geometry.

Last column: Mulliken charge in e.
Geometry (Å):
O 0.28 1.75 2.45  -0.78
O 2.24 1.53 1.04  -0.56
C -0.83 -0.67 1.00  -0.40
C -0.08 0.19 0.29  0.04
N 0.63 -2.70 -1.21  -0.72
C -1.28 -1.77 0.11  -0.74
C 0.14 -0.22 -1.13  -0.82
C 0.07 3.15 0.19  -1.04
C -0.42 -1.66 -1.18  0.09
P 0.65 1.69 1.03  0.94
H 2.29 1.00 1.88  0.34
H -1.12 -0.54 2.06  0.49
H 1.18 -2.64 -0.36  0.24
H 0.25 -3.62 -1.32  0.24
H -2.33 -1.65 -0.19  0.27
H -1.22 -2.76 0.63  0.36
H 1.19 -0.15 -1.46  0.37
H -0.47 0.40 -1.79  0.29
H -0.43 2.87 -0.73  0.34
H -0.63 3.75 0.79  0.34
H 0.93 3.82 -0.03  0.34
H -1.04 -1.78 -2.07  0.38

SMILES string = C[P@](=O)(O)C1=CC[C@H](N)C1
LUMO energy = 0.77 eV
HOMO = -9.28 eV
Energy above the lowest of the compared OMol25 structures with the same formula, charge and spin = 0.0 kJ/mol
E_tot = -782.45025 Ha
Frontier orbital gap = 0.3694 hartree